Record 1
A structure of composition C37H34BrF5NPW at a distorted geometry. Source: the OMol25 dataset; level of theory: ωB97M-V with the def2-TZVPD basis set.

2S+1	3
gap between HOMO and LUMO (alpha / beta)	6.9 / 6.9	eV
relative energy (zero: lowest compared OMol25 entry of this formula, charge and spin)	0.0000	eV
⟨S²⟩	2.036
HOMO energy (alpha / beta)	-0.521 / -0.526	hartree
net charge	+2

Geometry as XYZ:
```
80
C37H34BrF5NPW, DFT ωB97M-V with the def2-TZVPD basis set
W -0.13 0.34 0.62
C -3.00 -4.06 -0.95
C -2.38 -2.70 -1.32
C -2.12 -2.64 -2.83
C -3.25 -1.54 -0.87
C -4.47 -1.32 -1.51
C -5.27 -0.23 -1.19
C -4.84 0.69 -0.25
C -3.63 0.52 0.42
C -3.21 1.58 1.42
C -3.08 1.08 2.86
C -2.03 2.42 0.94
C -2.88 -0.63 0.13
N -1.63 -0.83 0.84
C -1.42 -2.03 1.58
C -2.39 -2.72 2.28
C -2.02 -3.85 3.01
C -0.70 -4.29 3.02
C 0.29 -3.61 2.32
C -0.13 -2.50 1.64
F 0.79 -1.73 0.89
H -2.33 -4.87 -1.24
H -3.94 -4.20 -1.48
H -3.20 -4.14 0.12
H -1.41 -2.63 -0.83
H -3.03 -2.84 -3.40
H -1.39 -3.40 -3.11
H -1.74 -1.67 -3.15
H -4.81 -2.02 -2.27
H -6.22 -0.09 -1.69
H -5.45 1.56 -0.03
H -4.01 2.32 1.42
H -2.26 0.37 2.99
H -4.00 0.59 3.16
H -2.92 1.92 3.54
H -1.03 1.90 0.89
H -1.79 3.22 1.63
H -2.18 2.82 -0.06
H -3.42 -2.38 2.26
H -2.77 -4.39 3.57
H -0.43 -5.17 3.59
H 1.32 -3.92 2.30
F 0.98 5.01 -4.75
C 1.22 4.15 -3.79
C 2.43 4.18 -3.12
F 3.35 5.06 -3.46
C 2.68 3.27 -2.10
F 3.88 3.33 -1.52
C 1.74 2.34 -1.71
P 2.05 1.10 -0.40
C 3.02 -0.17 -1.23
C 2.36 -1.28 -1.76
C 3.06 -2.22 -2.50
C 4.42 -2.06 -2.70
C 5.09 -0.96 -2.18
C 4.39 -0.01 -1.45
C 3.04 1.91 0.87
C 3.97 1.17 1.59
C 4.64 1.76 2.65
C 4.38 3.08 2.99
C 3.44 3.82 2.28
C 2.77 3.23 1.22
C 0.54 2.33 -2.41
Br -0.81 1.02 -2.08
C 0.27 3.21 -3.44
F -0.88 3.18 -4.09
H 1.29 -1.41 -1.62
H 2.55 -3.08 -2.92
H 4.97 -2.79 -3.28
H 6.15 -0.83 -2.34
H 4.91 0.85 -1.04
H 4.18 0.14 1.33
H 5.38 1.19 3.21
H 4.92 3.54 3.81
H 3.25 4.85 2.54
H 2.04 3.81 0.66
C 0.60 0.55 2.61
H 1.57 0.07 2.71
H -0.09 0.12 3.34
H 0.73 1.61 2.86
```

natural (NBO) population analysis, charges in e, atoms 1 to 2:
1 W 1.46
2 C -0.60



Record 2
A cluster of 2 separate species, C15H26BClFN2O3 in total at a distorted geometry. Source: the OMol25 dataset; level of theory: ωB97M-V with the def2-TZVPD basis set.

gap between HOMO and LUMO	8.5	eV
HOMO energy	-0.473	hartree
net charge	+1

Geometry as XYZ:
```
49
C15H26BClFN2O3, DFT ωB97M-V with the def2-TZVPD basis set
C 0.56 0.93 3.62
C 1.33 -0.17 3.68
C 1.36 -1.24 2.53
C 0.47 -0.83 1.31
C 1.17 -0.28 0.18
C 2.68 -0.02 0.07
O 2.98 1.23 -0.58
C 4.15 1.81 0.02
C 0.27 0.05 -0.95
C 0.76 0.60 -2.29
C 1.34 -0.61 -3.13
F 1.59 -0.11 -4.43
C -1.13 -0.27 -0.64
C -2.15 -0.01 -1.80
C -2.52 1.51 -1.96
C -3.13 2.09 -0.63
Cl -2.17 3.56 -0.16
N -1.68 -0.75 0.46
N -0.85 -1.03 1.46
B -1.55 -1.57 2.71
C -1.46 -3.13 3.11
O -2.23 -0.66 3.49
H 0.33 1.43 4.59
H 0.12 1.33 2.68
H 2.00 -0.38 4.54
H 1.11 -2.27 2.90
H 2.43 -1.32 2.24
H 3.22 0.00 1.05
H 3.15 -0.84 -0.53
H 4.03 1.98 1.11
H 5.05 1.15 -0.13
H 4.40 2.78 -0.46
H 1.47 1.44 -2.21
H -0.09 0.98 -2.92
H 2.25 -1.06 -2.68
H 0.51 -1.35 -3.27
H -3.05 -0.66 -1.70
H -1.64 -0.32 -2.75
H -3.32 1.57 -2.74
H -1.67 2.13 -2.33
H -4.17 2.43 -0.85
H -3.18 1.34 0.19
H -0.59 -3.64 2.64
H -2.44 -3.58 2.80
H -1.38 -3.16 4.22
H -3.05 -1.07 3.80
O -1.71 0.16 -5.06
H -2.37 0.37 -5.72
H -1.19 -0.54 -5.46
```

natural (NBO) population analysis, charges in e, atoms 1 to 2:
1 C -0.39
2 C -0.20



Record 3
A cluster of 2 separate species, C4H9N2 in total at a distorted geometry. Source: the OMol25 dataset; level of theory: ωB97M-V with the def2-TZVPD basis set.

gap between HOMO and LUMO	7.2	eV
relative energy (zero: lowest compared OMol25 entry of this formula, charge and spin)	4.2350	eV
HOMO energy	-0.449	hartree
net charge	+1

Geometry as XYZ:
```
15
C4H9N2, DFT ωB97M-V with the def2-TZVPD basis set
C 2.17 -0.83 -1.51
C 1.48 0.13 -0.95
C -1.78 -0.67 -0.10
C 0.68 0.99 -0.28
N 0.57 1.01 1.10
N -1.94 -0.12 1.04
H 1.82 -1.81 -1.46
H -1.98 -0.03 -1.01
H -1.66 -1.83 -0.25
H -0.12 1.55 -0.77
H 3.05 -0.69 -2.04
H -1.88 -0.72 1.82
H -2.21 0.90 1.10
H 1.28 0.40 1.57
H 0.52 1.71 1.74
```

natural (NBO) population analysis, charges in e, atoms 1 to 2:
1 C -0.40
2 C 0.03



Record 4
A cluster of 2 separate species, CH5NS in total at a distorted geometry. Source: the OMol25 dataset; level of theory: ωB97M-V with the def2-TZVPD basis set.

gap between HOMO and LUMO	10.8	eV
relative energy (zero: lowest compared OMol25 entry of this formula, charge and spin)	0.5216	eV
HOMO energy	-0.363	hartree

Geometry as XYZ:
```
8
CH5NS, DFT ωB97M-V with the def2-TZVPD basis set
C -0.17 0.78 -2.89
N -0.23 0.89 -4.16
H 0.32 1.48 -2.22
H -0.52 -0.14 -2.43
H -0.06 1.89 -4.34
S -0.23 -1.99 5.06
H 0.97 -2.21 5.63
H -0.08 -0.69 5.36
```

natural (NBO) population analysis, charges in e, atoms 1 to 2:
1 C -0.05
2 N -0.58